Record 1
ORCA calculation (the ωB97M-V functional and the def2-TZVPD basis) on C12H27AsCl3CuGeNO4SeSi3 as an isolated structure.

Results
* frontier orbital gap (spin up / spin down): 6.79 / 6.38 eV
* ⟨S²⟩: 0.7591
* LUMO level (spin up / spin down): 4.42 / 3.83 eV
* E_HOMO (spin up / spin down): -2.37 / -2.55 eV
* F_max: 0.92 eV Å⁻¹

```
! wB97M-V def2-TZVPD RIJCOSX def2/J DEFGRID3
* xyz -2 2
Cu 0.62131 -1.92208 -1.85152
O 2.33651 1.12111 -3.59876
C 1.63989 0.20815 -3.17904
O 1.94455 -0.50849 -2.14936
C 0.25898 -0.10625 -3.88232
O -0.13433 0.69257 -4.72708
O -0.35900 -1.15247 -3.48768
Cl -2.95912 -3.50098 -0.56442
Ge -0.91995 -3.85234 -1.50002
Cl 0.27191 -4.12728 0.43128
Cl -1.20322 -5.92767 -2.17091
C -0.80415 -1.84253 3.02607
Si -1.42833 -0.34464 2.08509
C -3.24752 -0.57065 1.66340
C -1.38770 1.08647 3.32170
As -0.23495 -0.15222 0.06891
Si -1.27384 1.71362 -0.96269
C -0.13606 2.77139 -2.00663
C -2.01604 2.88098 0.33003
C -2.67095 0.98921 -1.98100
Si 1.96801 0.45509 0.72806
C 1.97504 1.18168 2.48211
C 2.86169 1.76871 -0.26622
C 2.90858 -1.15894 0.84252
H -1.50296 -2.07403 3.83608
H 0.17566 -1.64401 3.46858
H -0.71147 -2.71456 2.38035
H -3.78106 -0.84554 2.57915
H -3.39869 -1.35537 0.92368
H -3.68793 0.35381 1.28256
H -2.09419 0.80391 4.11080
H -1.72081 2.03522 2.90237
H -0.41219 1.23162 3.78177
H 0.84312 2.91680 -1.55402
H -0.61510 3.75184 -2.10685
H 0.02090 2.36078 -3.00439
H -1.25042 3.27078 1.00475
H -2.79583 2.41310 0.93251
H -2.46071 3.72872 -0.20057
H -2.27365 0.50626 -2.87630
H -3.36734 1.77840 -2.28142
H -3.21990 0.23334 -1.41387
H 1.29135 2.02611 2.58471
H 2.98775 1.54409 2.68670
H 1.72475 0.44233 3.24667
H 2.47088 2.76126 -0.02530
H 2.85049 1.61927 -1.34443
H 3.90035 1.73243 0.08276
H 2.34708 -1.89079 1.42886
H 3.86735 -0.98077 1.34022
H 3.10652 -1.60328 -0.13322
Se 2.08042 -3.66605 -3.15713
C 3.38475 -4.08082 -1.93433
N 4.22955 -4.35729 -1.19221
*
```

---

Record 2
ORCA calculation (the ωB97M-V functional and the def2-TZVPD basis) on C3H5N3O in the gas phase.

Results
* frontier orbital gap: 10.35 eV
* SMILES string: [H]/N=C/N1N=C1CO
* LUMO level: 0.70 eV
* E_HOMO: -9.65 eV
* F_max: 0.85 eV Å⁻¹

```
! wB97M-V def2-TZVPD RIJCOSX def2/J DEFGRID3
* xyz 0 1
O -2.68094 0.89438 0.10216
C -1.71107 -0.07277 0.39281
C -0.40400 0.18143 -0.28545
N 0.21787 0.89132 -1.08999
N 2.54883 0.56538 0.22101
C 1.93560 -0.51062 -0.02106
N 0.72120 -0.54876 -0.76522
H -2.79196 0.93974 -0.85774
H -1.99734 -1.08219 0.05720
H -1.58614 -0.10063 1.48039
H 3.47546 0.38564 0.60395
H 2.27248 -1.54292 0.16194
*
```

---

Record 3
ORCA calculation (the ωB97M-V functional and the def2-TZVPD basis) on C4H4O2 in the gas phase.

Results
* frontier orbital gap: 10.42 eV
* SMILES string: O=CC#CCO
* LUMO level: 0.09 eV
* E_HOMO: -10.33 eV
* F_max: 0.75 eV Å⁻¹

```
! wB97M-V def2-TZVPD RIJCOSX def2/J DEFGRID3
* xyz 0 1
O 0.73340 -0.08922 2.09966
C 0.82125 0.18601 0.73358
C -0.29489 0.90004 0.10461
C -1.03641 0.87444 -0.87055
C -1.31210 -0.38960 -1.57192
O -0.41394 -1.19411 -1.70695
H 1.35425 0.47372 2.57234
H 0.69119 -0.74567 0.13173
H 1.78611 0.60007 0.41994
H -2.32886 -0.61567 -1.91243
*
```

---

Record 4
ORCA calculation (the ωB97M-V functional and the def2-TZVPD basis) on C15H18N2O2 in the gas phase.

Results
* frontier orbital gap: 9.10 eV
* SMILES string: COC(=O)CCc1c(C)nn(-c2ccccc2)c1C
* LUMO level: 0.74 eV
* E_HOMO: -8.36 eV
* F_max: 0.83 eV Å⁻¹

```
! wB97M-V def2-TZVPD RIJCOSX def2/J DEFGRID3
* xyz 0 1
C -2.02523 -2.69085 0.95211
H -1.11641 -2.30773 1.42209
H -1.80084 -3.54743 0.32104
H -2.73155 -2.96900 1.73686
O -2.59129 -1.70416 0.10342
C -3.01119 -0.58463 0.70858
O -2.96256 -0.42038 1.89826
C -3.54145 0.42286 -0.28462
H -3.83798 1.30936 0.27447
C -2.46736 0.76680 -1.33067
C -1.12218 0.92045 -0.69813
C -0.00889 0.12703 -0.89727
N 0.96598 0.61854 -0.08095
N 0.53364 1.68650 0.60625
C -0.72303 1.87825 0.26444
C -1.53452 2.96493 0.87068
H -2.19671 2.55135 1.63098
H -2.13854 3.46181 0.11332
H -0.87515 3.68700 1.34382
C 2.28169 0.18075 0.10727
C 3.27039 1.13433 0.33525
C 4.57787 0.73873 0.53746
C 4.91214 -0.60595 0.51319
C 3.92560 -1.55521 0.30914
C 2.61075 -1.17078 0.11492
H 1.84414 -1.91978 -0.00364
H 4.17702 -2.60567 0.31173
H 5.93581 -0.91374 0.66450
H 5.34118 1.48242 0.71113
H 2.98754 2.17463 0.35853
C 0.19576 -0.98285 -1.86564
H -0.11913 -1.93857 -1.44585
H -0.40095 -0.80061 -2.75744
H 1.24201 -1.05259 -2.15641
H -2.75491 1.69157 -1.83840
H -2.42175 -0.03198 -2.07159
H -4.41990 0.00461 -0.77885
*
```

---

Question: The highest F_max belongs to which entry?
Answer: C12H27AsCl3CuGeNO4SeSi3

---

Question: Look up the F_max of the second one.
Answer: 0.85 eV Å⁻¹